Record 1
The following is a quantum chemistry calculation of a structure of composition C35H81Br9N2O2 in a non-equilibrium geometry, from the Open Molecules 2025 dataset.

```
129
Properties=species:S:1:pos:R:3:forces:R:3
C -7.309824 1.699274 -0.703554 -0.33 0.46 0.07
Br -8.073514 -0.157496 -1.035744 -0.18 -1.14 -0.02
Br -8.540644 2.930354 0.310056 -0.33 0.37 0.78
Br -6.756724 2.689284 -2.380904 0.77 0.31 -0.74
H -6.441084 1.573404 -0.057374 0.24 -0.05 -0.05
C -5.495544 4.119674 3.306786 -0.44 1.18 0.84
Br -7.104274 4.017574 4.484076 1.02 -0.21 -0.70
Br -3.872904 4.411504 4.469066 -1.12 -0.34 -1.02
Br -5.773454 5.628894 2.077546 0.36 -0.78 0.50
H -5.404404 3.205764 2.719796 0.08 0.18 0.34
C -3.107874 -4.357676 3.732346 -0.39 1.07 0.24
Br -4.136234 -3.507266 2.280606 0.43 -0.56 0.65
Br -3.859704 -6.035446 4.300246 0.25 0.08 -0.38
Br -3.057664 -3.159166 5.295126 0.05 -0.23 -0.51
H -2.069684 -4.427546 3.407736 -0.40 -0.35 0.00
C 4.603886 1.089534 -5.514754 0.49 0.44 1.32
C 5.001916 1.176354 -4.001444 -1.06 -1.09 -0.17
C 4.650906 -0.080616 -3.158374 0.94 0.54 -0.70
C 3.440636 -0.011406 -2.248264 -0.76 -0.94 -0.16
C 3.643936 0.881944 -1.058614 -0.24 -1.09 0.78
C 2.666546 0.751264 0.138986 0.07 1.07 -0.23
H 3.558296 1.124044 -5.820804 -0.09 0.46 0.51
H 4.954186 0.145894 -5.933014 0.53 0.18 -0.09
H 5.176016 1.966314 -5.818124 -0.34 -0.21 -1.34
H 6.082686 1.314844 -4.030754 0.04 -0.03 0.23
H 4.582776 2.045954 -3.495274 -0.04 0.25 -0.30
H 5.547116 -0.281496 -2.571394 -0.06 -0.13 0.49
H 4.622866 -0.918876 -3.854534 -0.41 -0.20 0.01
H 2.508476 0.194194 -2.774494 -0.03 0.16 -0.30
H 3.313156 -1.005616 -1.820004 -0.18 -0.35 -0.15
H 4.506956 0.379234 -0.622074 0.95 1.06 0.02
H 3.784406 1.896074 -1.432674 0.28 0.16 0.71
H 3.075156 1.382634 0.927966 0.01 0.19 0.13
H 1.659396 1.133844 -0.026504 -0.11 -0.22 -0.24
H 2.632596 -0.231506 0.609216 -0.06 -0.26 -0.52
C -2.629814 4.206354 9.362276 0.92 -0.41 -0.64
C -2.050374 3.341064 8.244976 -0.43 -0.24 -2.32
C -1.057464 4.056044 7.247096 -0.50 -0.51 1.63
C -0.744294 3.338784 5.940886 1.24 0.63 -1.54
C 0.303836 4.081354 4.936376 -0.04 -0.26 1.05
C 0.519726 3.303324 3.645576 -1.17 -0.61 0.41
H -3.373154 4.886624 8.946606 -0.16 -0.13 0.17
H -1.831954 4.825964 9.771676 -0.06 -0.07 0.50
H -3.049734 3.508274 10.086466 -0.16 0.54 0.30
H -1.655834 2.367754 8.536706 0.36 0.19 0.53
H -2.887914 3.045194 7.613236 -0.36 -0.11 -0.06
H -0.163644 4.111814 7.868446 0.49 0.51 -0.36
H -1.476514 5.056714 7.141456 0.26 0.19 -0.45
H -0.352194 2.340624 6.135926 0.29 -0.06 0.24
H -1.606714 3.118004 5.311936 -0.38 0.29 0.23
H -0.001064 5.102634 4.708106 -0.43 0.01 0.08
H 1.291866 4.201874 5.380636 -0.03 -0.06 0.61
H 0.823326 2.291374 3.913686 0.18 -0.12 -0.10
H -0.473734 3.208594 3.207216 0.07 -0.06 -0.54
H 1.212986 3.691394 2.899316 -0.01 0.31 0.28
C -2.991474 -0.063536 -3.577244 -0.01 0.92 0.40
C -2.977194 -0.458146 -5.025924 -1.32 -0.21 0.03
C -4.394384 -0.887436 -5.506044 0.75 -0.05 -0.15
C -5.035834 -2.098136 -4.785044 -1.49 0.07 -1.38
C -4.449284 -3.475466 -5.091824 1.24 -0.18 0.72
C -4.362174 -4.342286 -3.885074 0.39 -1.05 1.89
H -2.054944 0.473114 -3.425504 0.32 -0.47 0.82
H -3.231084 -0.862266 -2.875314 0.58 -0.16 0.02
H -3.736834 0.701014 -3.358144 -0.36 0.06 -0.28
H -2.679564 0.438504 -5.569564 0.03 -0.11 -0.36
H -2.211894 -1.217846 -5.184894 -0.04 -0.17 -0.19
H -4.314594 -1.032476 -6.583404 -0.09 -0.66 -0.18
H -5.042154 -0.011316 -5.475904 -0.15 0.02 0.58
H -5.262804 -1.928766 -3.732484 0.92 0.03 0.30
H -6.073164 -2.179856 -5.109644 -0.27 0.37 -0.46
H -4.874774 -4.152236 -5.832794 -0.38 0.95 -0.73
H -3.385924 -3.364026 -5.303804 0.07 0.27 -0.72
H -4.036594 -3.739876 -3.037024 0.12 -0.09 0.21
H -5.220394 -4.914006 -3.531934 -0.63 0.45 -0.30
H -3.627354 -5.136546 -4.016514 0.32 0.01 -0.12
C 2.747926 -0.103856 3.916106 0.34 -0.33 1.35
C 4.245286 -0.060276 3.895996 1.39 -0.07 -1.29
C 4.847086 -0.772056 2.668856 0.33 0.70 0.06
C 6.281216 -1.262126 2.826606 -1.19 -0.50 0.40
C 6.592356 -2.285166 1.717466 -0.63 1.30 0.40
C 8.022966 -2.688976 1.678906 0.88 -0.75 -0.32
H 2.479486 -1.153006 3.792266 -0.68 0.19 -0.08
H 2.241816 0.582104 3.236826 0.18 -0.28 -0.17
H 2.557766 0.213954 4.941256 -0.97 -0.08 0.01
H 4.545556 0.986224 3.948656 0.36 0.10 -0.18
H 4.741516 -0.539036 4.740176 -0.58 -0.08 0.51
H 4.808566 -0.084406 1.824016 -0.24 -0.22 -0.34
H 4.295916 -1.686376 2.449036 -0.56 0.17 -0.13
H 6.942856 -0.414616 3.005626 0.46 -0.14 -0.57
H 6.255746 -1.817086 3.764416 0.41 -0.14 0.28
H 5.940136 -3.150526 1.835206 0.10 -0.21 0.61
H 6.199366 -1.923996 0.767086 0.49 0.44 -0.34
H 8.466356 -2.824516 2.665376 -0.33 -0.24 0.24
H 8.050976 -3.645096 1.156256 0.59 -0.04 -0.08
H 8.715416 -1.992546 1.206046 -0.31 0.16 -0.35
C -1.253714 -1.229326 0.675826 0.34 0.29 -0.44
C -1.294104 0.309894 0.903096 -1.27 -2.38 -1.05
C -2.660464 0.827774 0.579826 -0.48 2.04 -1.14
O -2.661984 2.254934 0.829726 -0.55 -0.03 -0.51
C -3.711934 3.001024 0.136826 1.39 -0.03 0.98
N -1.051624 0.477664 2.281876 0.89 1.42 1.66
H -1.959164 -1.751606 1.322106 0.12 0.24 0.16
H -0.236184 -1.543536 0.908216 0.03 -0.23 0.19
H -1.447394 -1.576156 -0.339204 -0.09 0.32 -0.27
H -0.611094 0.787574 0.200656 0.28 0.24 0.11
H -3.525744 0.418854 1.101526 0.23 -0.63 0.13
H -2.771024 0.757044 -0.502244 -0.41 -0.57 -0.16
H -4.660924 2.927884 0.668016 -0.11 -0.11 -0.13
H -3.840744 2.756014 -0.917444 0.07 -0.40 0.03
H -3.329344 4.019444 0.204286 -0.38 0.12 -0.06
H -0.074344 0.681204 2.435526 0.54 -0.58 0.10
H -1.413794 1.388334 2.526036 -0.61 0.23 0.27
C 2.125356 -1.708726 -6.532484 -0.82 2.00 0.42
C 2.476406 -2.970456 -5.806244 -1.25 0.65 0.71
C 1.198606 -3.495646 -5.018064 1.87 -0.29 -0.03
O 0.626416 -2.458146 -4.258924 -0.68 0.06 0.54
C 0.233016 -2.651376 -2.869454 0.63 0.65 -0.60
N 3.043566 -3.880856 -6.763834 0.38 -1.10 -0.23
H 2.080546 -0.857976 -5.852544 0.00 0.08 0.20
H 1.123846 -1.708656 -6.962694 -0.11 -0.41 -0.20
H 2.809366 -1.393736 -7.320534 0.29 -0.37 -0.02
H 3.257356 -2.759136 -5.075784 0.00 -0.01 0.20
H 1.547416 -4.296646 -4.366274 -0.07 -0.25 0.06
H 0.529586 -3.928576 -5.761754 -0.48 0.12 0.01
H -0.383994 -1.787516 -2.622194 -0.11 -0.07 -0.20
H 1.102086 -2.578576 -2.215604 0.29 -0.15 -0.05
H -0.316354 -3.548566 -2.584234 -0.05 -0.28 -0.69
H 3.788446 -3.326106 -7.160704 0.64 -0.30 -0.04
H 2.440316 -3.950826 -7.570864 -0.59 -0.28 -0.06
```
Forces are in eV/Å.

Results
E_HOMO (spin up / spin down) in eV: -1.6 / -5.8
Net charge: -1
Molar mass in g/mol: 1281.18
Max |F| in Eh/bohr: 0.056
2S+1: 2

Record 2
The following is a quantum chemistry calculation of a cluster of 7 separate species, C15H33N3O10 in total in a non-equilibrium geometry, from the Open Molecules 2025 dataset.

```
61
Properties=species:S:1:pos:R:3:forces:R:3
C -1.299256 2.493028 -3.053530 -0.19 0.19 -0.56
N -0.417646 1.775478 -4.062380 0.80 1.12 1.05
O 0.196114 0.817848 -3.587740 -0.71 0.78 -1.47
O -0.255526 2.338348 -5.145020 -0.13 -1.49 1.03
H -1.582106 3.464408 -3.459150 0.25 -0.16 -0.11
H -0.692146 2.606118 -2.155350 -0.25 -0.22 -0.08
H -2.214516 1.921008 -2.901260 0.33 -0.24 0.19
C 2.734914 3.194868 0.909830 0.82 0.86 1.16
N 2.261824 3.442068 -0.450050 0.16 1.75 -0.36
O 2.174604 4.628748 -0.816120 -0.12 -1.85 0.53
O 2.050844 2.477388 -1.128510 -0.53 -0.55 -0.87
H 3.448804 4.001788 1.075180 0.10 -0.19 0.19
H 3.208024 2.219668 1.024970 -0.34 0.10 -0.37
H 1.937134 3.342188 1.637790 -0.21 -0.19 -0.33
C 0.954194 -0.637762 -0.359920 -0.43 -0.84 0.36
N -0.012966 0.347928 0.129970 -0.52 1.84 -0.22
O -1.021486 0.448718 -0.572860 1.06 0.36 1.40
O 0.265394 1.076418 1.100190 -0.64 -1.25 -1.23
H 1.265764 -0.281312 -1.341740 0.32 -0.03 0.23
H 0.315044 -1.512232 -0.481950 0.35 -0.20 -0.22
H 1.721834 -0.834902 0.388400 0.16 0.37 -0.39
C 3.635754 0.153868 3.015250 -0.73 -0.06 -0.59
C 4.510754 -0.577572 2.039340 1.60 -2.03 -1.38
C 5.943114 -0.921862 2.524710 -0.29 1.29 -0.05
O 4.176204 -0.996692 0.928980 -0.28 1.13 1.78
H 3.479194 -0.443492 3.913450 0.30 -0.02 0.08
H 2.653184 0.286738 2.562480 -0.03 0.24 -0.03
H 4.053764 1.120838 3.295140 0.10 -0.06 0.06
H 6.613964 -0.111972 2.238090 -0.16 0.54 -0.13
H 6.444524 -1.755742 2.033450 -0.71 -0.41 0.31
H 5.980864 -0.879972 3.613250 0.11 -0.62 0.01
C -3.251356 2.727698 1.160690 -1.27 0.33 0.93
C -3.598576 1.462728 1.940970 1.78 -1.27 1.18
C -3.466286 0.126438 1.175460 -1.23 1.07 0.18
O -3.679556 1.457908 3.172800 -0.43 0.38 -2.04
H -4.161006 3.235268 0.839730 -0.42 -0.23 -0.17
H -2.658396 2.606858 0.254100 0.36 -0.21 0.49
H -2.909806 3.404498 1.943880 0.75 0.12 -0.42
H -3.677626 0.340638 0.127820 0.35 -0.34 -0.13
H -4.208246 -0.590542 1.526910 0.12 -0.02 0.19
H -2.466906 -0.284962 1.317220 -0.18 0.16 -0.17
C -3.281776 -1.788082 -4.805980 -1.07 -0.64 -0.21
C -2.047156 -1.991832 -4.018520 3.01 0.26 -0.79
C -2.062116 -1.732192 -2.544850 -1.18 -0.69 0.04
O -0.995436 -2.263012 -4.596880 -1.13 -0.03 0.64
H -3.127066 -2.031202 -5.857200 0.16 0.33 0.10
H -3.736516 -0.808712 -4.657140 0.21 0.12 -0.10
H -4.025906 -2.497812 -4.444520 -0.25 -0.10 0.14
H -1.125026 -1.409682 -2.091050 -0.39 0.33 -0.52
H -2.354136 -2.639852 -2.016670 0.11 -0.40 -0.05
H -2.954446 -1.124162 -2.396040 0.42 0.70 0.61
C 0.330504 -3.886672 1.456470 0.25 -0.44 -0.07
C -0.718796 -2.835102 1.719470 -0.36 0.11 -2.02
C -0.667086 -2.075072 3.027550 -1.06 0.30 -0.70
O -1.510966 -2.562952 0.802680 1.16 -0.22 2.01
H 0.598724 -4.494782 2.320400 -0.10 0.14 0.14
H 1.247124 -3.401912 1.120470 0.15 0.32 0.18
H 0.077744 -4.547952 0.627670 -0.40 0.10 0.10
H 0.265874 -1.536632 3.194190 0.22 -0.42 -0.01
H -0.920576 -2.745532 3.848720 0.27 0.05 0.11
H -1.445356 -1.317352 2.936730 -0.05 0.01 0.34
```
Forces are in eV/Å.

Results
E_HOMO in eV: -9.2
Net charge: 0
SMILES string: C[N+](=O)[O-].C[N+](=O)[O-].C[N+](=O)[O-].CC(C)=O.CC(C)=O.CC(C)=O.CC(C)=O
Molar mass in g/mol: 415.44
Energy above the lowest of the compared OMol25 structures with the same formula, charge and spin in kcal/mol: 5.2
Max |F| in Eh/bohr: 0.061

Question: Which value of max |F| does entry 1 give?
Answer: 0.056 Eh/bohr